1.
Molecular formula: C7H14N2
Method: DFT, wB97M-V/def2-TZVPD

Each line ends with the Löwdin charge.
Cartesian coordinates (Å):
C (1.733, -0.566, 1.457)  -0.107
C (2.068, 0.119, 0.134)  -0.358
C (1.918, -0.631, -1.263)  -0.054
C (-0.409, 0.740, -0.149)  -0.410
C (-1.173, 2.187, -0.105)  -0.102
C (-2.573, -0.734, 0.225)  -0.123
C (-1.520, -1.658, -0.423)  -0.108
H (0.913, 0.240, 2.135)  0.158
H (2.624, -0.639, 2.291)  0.092
H (1.429, -1.687, 1.166)  0.095
H (2.817, 0.690, 0.257)  0.043
H (1.266, -1.261, -1.640)  -0.006
H (1.787, 0.220, -2.021)  0.096
H (2.989, -0.932, -1.553)  0.090
H (-2.240, 2.125, -0.666)  0.038
H (-0.064, 2.796, -0.979)  0.193
H (-1.355, 2.816, 1.118)  0.141
H (-3.176, -0.177, -0.530)  0.082
H (-3.411, -0.835, 1.144)  0.154
H (-1.347, -1.445, -1.407)  0.051
H (-0.856, -2.529, -0.228)  0.107
N (0.862, 1.010, -0.138)  -0.009
N (-1.096, -0.455, 0.375)  -0.062

Its relative energy (zero: lowest compared OMol25 entry of this formula, charge and spin) is 232.8 kcal per mole. Its HOMO energy is -8.51 eV. Its LUMO energy is 0.796 eV. For the orbital gap, the calculation gives 9.31 eV.

2.
Molecular formula: C5H16NO
Method: DFT, wB97M-V/def2-TZVPD

Each line ends with the Löwdin charge.
Cartesian coordinates (Å):
C (-0.652, 0.609, 0.362)  -0.127
C (0.391, -0.093, -0.515)  -0.367
C (1.292, 0.977, -1.195)  -0.045
C (-0.291, -0.949, -1.564)  -0.236
C (0.661, -2.013, -2.148)  -0.079
N (-0.955, -0.146, 1.609)  0.183
H (-0.359, 1.604, 0.651)  0.121
H (-1.532, 0.768, -0.227)  0.132
H (1.108, -0.642, 0.083)  0.134
H (2.269, 1.185, -0.747)  0.089
H (0.851, 1.973, -1.158)  0.078
H (1.454, 0.716, -2.242)  0.080
H (-0.577, -0.344, -2.408)  0.115
H (-1.183, -1.421, -1.143)  0.111
H (0.951, -2.745, -1.400)  0.076
H (1.518, -1.506, -2.562)  0.069
H (0.170, -2.562, -2.954)  0.083
H (-1.955, -0.320, 1.732)  0.172
H (-0.681, 0.361, 2.484)  0.108
H (-0.571, -1.091, 1.606)  0.168
H (-0.879, 1.338, 4.471)  0.085
H (-0.375, 2.610, 3.669)  0.080
O (-0.654, 1.693, 3.596)  -0.032

Its relative energy (zero: lowest compared OMol25 entry of this formula, charge and spin) is 14.3 kcal per mole. Its HOMO energy is -15.06 eV. Its LUMO energy is -3.286 eV. Its total charge is +1. For the orbital gap, the calculation gives 11.77 eV.

3.
Molecular formula: C3H9N3O
Method: DFT, wB97M-V/def2-TZVPD

Each line ends with the Löwdin charge.
Cartesian coordinates (Å):
N (-1.911, 0.719, -1.248)  -0.015
C (-0.998, -0.361, -0.987)  -0.281
C (0.406, 0.218, -0.701)  -0.217
N (1.301, -0.631, 0.080)  0.051
C (1.485, -0.476, 1.434)  -0.627
N (0.529, 0.289, 2.063)  0.163
O (2.453, -0.937, 2.009)  0.035
H (-1.620, 1.457, -1.882)  0.077
H (-2.878, 0.652, -1.016)  0.057
H (-0.894, -1.035, -1.843)  0.101
H (-1.270, -0.953, -0.112)  0.107
H (0.879, 0.312, -1.687)  0.117
H (0.395, 1.226, -0.287)  0.112
H (2.030, -1.071, -0.469)  0.141
H (-0.369, 0.373, 1.597)  0.085
H (0.461, 0.218, 3.048)  0.093

Its relative energy (zero: lowest compared OMol25 entry of this formula, charge and spin) is 7.3 kcal per mole. Its HOMO energy is -9.07 eV. Its LUMO energy is 0.857 eV. For the orbital gap, the calculation gives 9.93 eV.

4.
Molecular formula: C58H68BrClGeN5O3OsSi
Method: DFT, wB97M-V/def2-TZVPD

Each line ends with the Löwdin charge.
Cartesian coordinates (Å):
Os (0.016, 0.769, -0.309)  1.048
C (7.997, -0.899, -0.305)  -0.040
O (8.348, 0.485, -0.248)  -0.040
C (7.660, 1.292, 0.557)  -0.260
C (6.604, 0.867, 1.381)  0.013
C (5.917, 1.795, 2.134)  0.001
C (6.294, 3.140, 2.092)  -0.273
C (7.413, 3.543, 1.348)  0.008
C (8.070, 2.634, 0.560)  0.033
N (5.656, 4.156, 2.812)  0.146
N (4.521, 4.059, 3.278)  0.131
C (3.401, 3.471, 2.821)  -0.202
C (2.445, 3.106, 3.805)  0.039
C (1.331, 2.371, 3.508)  0.037
C (1.103, 1.984, 2.166)  -0.321
O (0.161, 1.245, 1.775)  -0.273
C (1.993, 2.460, 1.145)  -0.114
N (1.592, 2.126, -0.100)  -0.024
C (2.244, 2.655, -1.128)  -0.088
C (3.327, 3.519, -0.945)  0.017
C (3.770, 3.815, 0.321)  0.040
C (3.101, 3.254, 1.420)  -0.067
H (8.638, -1.334, -1.063)  0.102
H (6.951, -1.019, -0.593)  0.095
H (8.184, -1.384, 0.654)  0.104
H (6.340, -0.177, 1.447)  0.110
H (5.112, 1.472, 2.782)  0.124
H (7.726, 4.578, 1.390)  0.130
H (8.916, 2.919, -0.051)  0.135
H (2.664, 3.384, 4.829)  0.136
H (0.629, 2.064, 4.271)  0.133
H (1.899, 2.395, -2.117)  0.097
H (3.806, 3.951, -1.812)  0.127
H (4.592, 4.503, 0.464)  0.127
C (-5.144, -0.305, -2.839)  -0.068
C (-4.562, 0.956, -2.857)  -0.071
C (-3.728, 1.345, -1.822)  -0.131
C (-3.463, 0.501, -0.738)  -0.291
C (-4.033, -0.775, -0.756)  -0.121
C (-4.873, -1.171, -1.790)  -0.063
Ge (-2.323, 1.046, 0.754)  0.956
C (-2.679, 2.884, 1.265)  -0.282
C (-2.066, 3.426, 2.399)  -0.098
C (-2.450, 4.663, 2.894)  -0.065
C (-3.463, 5.378, 2.271)  -0.067
C (-4.094, 4.850, 1.155)  -0.077
C (-3.701, 3.614, 0.652)  -0.119
C (-2.821, -0.066, 2.275)  -0.312
C (-1.957, -0.488, 3.288)  -0.161
C (-2.441, -1.169, 4.396)  -0.086
C (-3.798, -1.439, 4.514)  -0.067
C (-4.670, -1.006, 3.528)  -0.062
C (-4.187, -0.317, 2.422)  -0.111
H (-5.804, -0.610, -3.642)  0.117
H (-4.763, 1.629, -3.683)  0.107
H (-3.304, 2.339, -1.841)  0.051
H (-3.849, -1.460, 0.063)  0.081
H (-5.325, -2.156, -1.773)  0.112
H (-1.298, 2.866, 2.917)  0.076
H (-1.967, 5.068, 3.774)  0.109
H (-3.768, 6.341, 2.660)  0.112
H (-4.899, 5.396, 0.678)  0.112
H (-4.225, 3.208, -0.203)  0.084
H (-0.899, -0.279, 3.213)  0.058
H (-1.759, -1.487, 5.176)  0.109
H (-4.175, -1.973, 5.377)  0.112
H (-5.732, -1.195, 3.622)  0.112
H (-4.893, 0.034, 1.678)  0.105
Cl (-2.788, 0.059, -6.615)  0.694
C (-1.665, -0.012, -5.296)  -0.669
C (-1.917, -0.856, -4.229)  -0.088
C (-1.036, -0.881, -3.160)  -0.052
C (0.097, -0.068, -3.138)  -0.307
C (1.009, -0.082, -1.949)  -0.288
C (0.345, 0.746, -4.244)  -0.063
C (-0.524, 0.774, -5.324)  -0.109
H (-2.791, -1.488, -4.236)  0.108
H (-1.228, -1.559, -2.339)  0.074
H (1.916, 0.491, -2.123)  0.041
H (1.258, -1.105, -1.679)  -0.005
H (1.251, 1.343, -4.276)  0.111
H (-0.313, 1.383, -6.194)  0.113
C (2.646, -3.794, -0.527)  -0.098
C (1.267, -4.457, -0.703)  -0.611
C (0.684, -3.919, -2.018)  -0.088
C (1.476, -5.981, -0.859)  -0.067
Si (0.127, -4.175, 0.792)  0.819
Br (0.086, -1.539, 0.760)  0.598
C (-1.736, -4.446, 0.570)  -0.609
C (-2.269, -3.907, -0.766)  -0.097
C (-2.596, -3.801, 1.672)  -0.088
C (-1.951, -5.977, 0.607)  -0.063
C (0.875, -4.336, 2.523)  -0.620
C (2.259, -3.667, 2.641)  -0.100
C (1.027, -5.845, 2.817)  -0.064
C (-0.004, -3.709, 3.618)  -0.096
H (3.165, -3.844, -1.488)  0.093
H (3.268, -4.312, 0.198)  0.067
H (2.577, -2.743, -0.238)  0.051
H (1.450, -4.026, -2.791)  0.101
H (0.417, -2.866, -1.957)  0.026
H (-0.185, -4.477, -2.355)  0.073
H (2.117, -6.151, -1.728)  0.101
H (0.544, -6.519, -1.035)  0.073
H (1.970, -6.430, 0.003)  0.071
H (-2.010, -2.862, -0.930)  0.033
H (-3.360, -3.980, -0.739)  0.092
H (-1.936, -4.490, -1.621)  0.074
H (-2.453, -2.722, 1.748)  0.046
H (-2.433, -4.235, 2.654)  0.067
H (-3.645, -3.985, 1.419)  0.100
H (-1.365, -6.512, -0.142)  0.071
H (-3.005, -6.179, 0.398)  0.102
H (-1.723, -6.404, 1.585)  0.077
H (3.036, -4.215, 2.115)  0.067
H (2.531, -3.658, 3.699)  0.092
H (2.260, -2.634, 2.288)  0.047
H (1.626, -6.372, 2.073)  0.070
H (0.063, -6.351, 2.896)  0.077
H (1.534, -5.954, 3.780)  0.101
H (-0.216, -2.656, 3.432)  0.041
H (0.539, -3.786, 4.565)  0.098
H (-0.947, -4.229, 3.754)  0.068
N (-0.582, 2.376, -1.411)  0.044
C (-0.933, 3.255, -2.074)  -0.172
N (-1.320, 4.249, -2.818)  -0.048
C (-1.077, 4.288, -4.273)  -0.078
C (-2.404, 4.081, -4.979)  -0.168
O (-3.342, 5.058, -4.560)  -0.102
C (-3.616, 4.974, -3.174)  -0.169
C (-2.356, 5.198, -2.356)  -0.074
H (-0.350, 3.525, -4.543)  0.112
H (-0.679, 5.276, -4.508)  0.139
H (-2.786, 3.072, -4.769)  0.120
H (-2.284, 4.197, -6.054)  0.141
H (-4.050, 3.994, -2.940)  0.109
H (-4.350, 5.745, -2.946)  0.141
H (-2.531, 5.062, -1.289)  0.114
H (-1.973, 6.205, -2.530)  0.140

Its multiplicity is 2. The expectation value of S² is 0.848. Its HOMO energy (spin up / spin down) is -12.12 / -12.07 eV. Its LUMO energy (spin up / spin down) is -6.246 / -6.932 eV. Its total charge is +2. For the orbital gap (spin up / spin down), the calculation gives 5.87 / 5.14 eV.

5.
Molecular formula: C13H11F2InO3
Method: DFT, wB97M-V/def2-TZVPD

Each line ends with the Löwdin charge.
Cartesian coordinates (Å):
In (1.799, -8.857, -22.713)  1.102
O (4.031, -11.018, -23.923)  0.067
C (3.315, -11.951, -23.263)  -0.793
O (2.304, -11.573, -22.615)  -0.122
O (3.534, -13.171, -23.382)  0.120
H (4.612, -11.506, -24.525)  0.119
F (2.199, -14.470, -20.496)  0.203
C (2.991, -14.239, -19.493)  -0.186
C (4.332, -13.867, -19.781)  0.064
C (5.156, -13.620, -18.717)  -0.024
C (4.738, -13.919, -17.413)  0.053
C (3.427, -14.420, -17.171)  0.004
C (2.515, -14.419, -18.179)  0.052
H (4.713, -13.801, -20.790)  0.131
H (6.152, -13.231, -18.879)  0.129
H (5.377, -13.739, -16.558)  0.135
H (3.151, -14.684, -16.159)  0.135
H (1.471, -14.649, -18.015)  0.146
F (9.268, -13.135, -29.426)  0.182
C (8.496, -13.337, -28.393)  -0.203
C (9.005, -13.036, -27.118)  0.045
C (8.164, -13.211, -26.059)  -0.030
C (6.812, -13.576, -26.251)  0.006
C (6.328, -13.866, -27.544)  -0.025
C (7.143, -13.671, -28.616)  0.047
H (10.019, -12.677, -27.008)  0.141
H (8.468, -13.006, -25.041)  0.123
H (6.186, -13.733, -25.383)  0.109
H (5.282, -14.125, -27.635)  0.127
H (6.862, -13.775, -29.657)  0.143

Its relative energy (zero: lowest compared OMol25 entry of this formula, charge and spin) is 0.0 kcal per mole. Its HOMO energy is -13.91 eV. Its LUMO energy is -12.142 eV. Its total charge is +2. For the orbital gap, the calculation gives 1.76 eV.

6.
Molecular formula: C2H2O3
Method: DFT, wB97M-V/def2-TZVPD

Each line ends with the Löwdin charge.
Cartesian coordinates (Å):
C (-0.604, -0.748, 0.448)  -0.057
C (0.287, 0.183, -0.664)  -0.107
O (0.616, -1.294, 0.812)  -0.022
O (1.284, -0.514, -0.122)  -0.028
O (-0.603, 0.897, 0.536)  -0.061
H (0.594, 0.542, -1.646)  0.152
H (-1.573, 0.935, 0.637)  0.122

Its relative energy (zero: lowest compared OMol25 entry of this formula, charge and spin) is 215.1 kcal per mole. Its HOMO energy is -8.84 eV. Its LUMO energy is 0.534 eV. For the orbital gap, the calculation gives 9.38 eV.

7.
Molecular formula: C34H38BiN6O4Sb
Method: DFT, wB97M-V/def2-TZVPD

Each line ends with the Löwdin charge.
Cartesian coordinates (Å):
Bi (0.095, 1.616, 1.016)  1.745
O (4.669, 0.267, 1.182)  0.053
C (4.494, -0.776, 2.027)  -0.255
C (5.570, -1.645, 2.186)  0.007
C (5.475, -2.713, 3.053)  -0.042
C (4.310, -2.937, 3.789)  -0.065
C (3.246, -2.079, 3.641)  -0.023
C (3.309, -0.993, 2.751)  -0.098
C (2.148, -0.116, 2.608)  -0.429
O (2.054, 0.648, 1.548)  -0.374
N (1.207, -0.150, 3.527)  0.073
N (0.182, 0.700, 3.220)  -0.164
C (-0.635, 1.005, 4.152)  -0.041
C (-1.777, 1.878, 3.897)  -0.266
C (-2.606, 2.259, 4.941)  0.017
C (-3.669, 3.110, 4.672)  -0.011
C (-3.858, 3.546, 3.373)  -0.017
C (-2.982, 3.111, 2.388)  -0.112
N (-1.963, 2.290, 2.631)  -0.001
H (3.829, 0.743, 1.113)  0.063
H (6.475, -1.448, 1.626)  0.130
H (6.320, -3.379, 3.167)  0.119
H (4.247, -3.771, 4.474)  0.112
H (2.341, -2.227, 4.212)  0.111
H (-0.468, 0.614, 5.153)  0.149
H (-2.414, 1.901, 5.944)  0.130
H (-4.332, 3.429, 5.465)  0.129
H (-4.668, 4.214, 3.117)  0.122
H (-3.109, 3.435, 1.363)  0.098
O (-6.375, -2.108, -1.804)  0.134
N (-5.234, -2.342, -1.488)  -0.336
O (-4.676, -3.421, -1.548)  0.108
C (-4.379, -1.175, -1.165)  -0.053
C (-4.645, -0.036, -1.829)  0.094
C (-3.808, 1.106, -1.638)  -0.111
C (-4.024, 2.319, -2.319)  0.047
C (-3.178, 3.376, -2.097)  0.001
C (-2.119, 3.203, -1.198)  -0.139
N (-1.899, 2.073, -0.553)  -0.047
C (-2.725, 1.030, -0.756)  -0.182
C (-2.471, -0.189, -0.027)  -0.146
N (-1.422, -0.223, 0.843)  -0.028
C (-1.197, -1.329, 1.539)  -0.111
C (-2.010, -2.457, 1.441)  0.015
C (-3.062, -2.454, 0.565)  0.060
C (-3.303, -1.303, -0.217)  -0.048
H (-5.481, 0.006, -2.514)  0.149
H (-4.854, 2.404, -3.010)  0.140
H (-3.312, 4.325, -2.596)  0.129
H (-1.435, 4.023, -1.000)  0.128
H (-0.343, -1.339, 2.202)  0.101
H (-1.790, -3.321, 2.053)  0.135
H (-3.695, -3.322, 0.463)  0.128
C (4.019, -1.007, -1.828)  -0.111
C (3.130, 0.120, -2.337)  -0.522
C (3.780, 1.483, -2.120)  -0.126
Sb (1.105, 0.104, -1.586)  1.529
C (0.546, -1.970, -1.370)  -0.543
C (0.724, -2.814, -2.629)  -0.110
C (1.277, -2.589, -0.175)  -0.129
C (-0.006, 0.923, -3.248)  -0.557
C (0.292, 2.419, -3.355)  -0.155
C (0.243, 0.244, -4.594)  -0.117
H (4.987, -0.930, -2.328)  0.099
H (3.625, -1.996, -2.049)  0.058
H (4.200, -0.925, -0.756)  0.061
H (2.952, -0.028, -3.407)  0.082
H (3.949, 1.678, -1.060)  0.067
H (3.199, 2.308, -2.535)  0.060
H (4.759, 1.496, -2.603)  0.096
H (-0.523, -1.923, -1.137)  0.058
H (1.760, -2.823, -2.971)  0.076
H (0.097, -2.476, -3.452)  0.057
H (0.445, -3.849, -2.414)  0.094
H (2.314, -2.818, -0.414)  0.076
H (0.798, -3.531, 0.104)  0.093
H (1.297, -1.943, 0.707)  0.038
H (-1.054, 0.778, -2.964)  0.064
H (1.276, 2.584, -3.797)  0.077
H (0.282, 2.939, -2.392)  0.041
H (-0.435, 2.907, -4.008)  0.089
H (1.284, 0.347, -4.905)  0.077
H (-0.364, 0.729, -5.363)  0.092
H (-0.010, -0.814, -4.597)  0.055

Its relative energy (zero: lowest compared OMol25 entry of this formula, charge and spin) is 9.6 kcal per mole. Its HOMO energy is -12.94 eV. Its LUMO energy is -6.599 eV. Its total charge is +2. For the orbital gap, the calculation gives 6.34 eV.

8.
Molecular formula: C4H9Br2N2
Method: DFT, wB97M-V/def2-TZVPD

Each line ends with the Löwdin charge.
Cartesian coordinates (Å):
C (2.133, -1.462, 0.020)  -0.642
C (-0.029, 1.644, -0.763)  0.007
C (-2.296, 1.188, -0.041)  -0.111
C (-0.769, -0.599, -0.035)  -0.474
N (2.717, -2.449, 0.725)  -0.036
N (-1.006, 0.644, -0.230)  -0.257
Br (2.931, 0.180, 0.268)  0.725
Br (-2.133, -1.706, 0.606)  0.906
H (0.597, 1.104, -1.613)  0.150
H (-0.728, 2.382, -1.097)  0.080
H (0.459, 1.934, 0.157)  0.081
H (-2.759, 0.704, 0.895)  0.080
H (-2.330, 2.261, 0.236)  0.117
H (-2.947, 1.086, -0.942)  0.137
H (0.281, -0.961, -0.040)  -0.003
H (3.557, -2.537, 1.309)  0.112
H (2.322, -3.411, 0.544)  0.129

Its relative energy (zero: lowest compared OMol25 entry of this formula, charge and spin) is 58.4 kcal per mole. Its HOMO energy is -12.70 eV. Its LUMO energy is -4.248 eV. Its total charge is +1. For the orbital gap, the calculation gives 8.46 eV.

| no. | energy (hartree) |
| --- | --- |
| 1 | -384.260887 |
| 2 | -329.857989 |
| 3 | -359.232848 |
| 4 | -8241.157018 |
| 5 | -1116.773422 |
| 6 | -302.787531 |
| 7 | -2402.182339 |
| 8 | -5414.992013 |